This record from the OMol25 dataset describes a 2-piece molecular cluster, C2H4BrO2S overall. The level of theory is wB97M-V/def2-TZVPD.

Element x y z (Å)
C 2.253 0.687 0.347
C -0.870 0.121 -0.406
O -1.058 -2.442 -0.443
O -2.328 -1.221 1.317
S -1.903 -1.279 -0.066
Br -1.847 1.837 -0.120
H 1.691 -0.056 -0.216
H 1.889 0.998 1.252
H 2.967 1.282 -0.189
H -0.794 0.073 -1.474

Computed properties:
Calculated total energy (eV): -87108.678
Net charge: -1
HOMO (alpha / beta) (eV): -3.5 / -4.1
Relative energy (zero: lowest compared OMol25 entry of this formula, charge and spin) (eV): 3.647

Mulliken population analysis, charges in e, atoms 1 to 4: number 1, C, carries -0.832; number 2, C, carries -0.465; number 3, O, carries -0.601; number 4, O, carries -0.564